Record 1
The following is a quantum chemistry calculation of a single C2H7N3 molecule, from the Open Molecules 2025 dataset.

XYZ file:
```
12
Properties=species:S:1:pos:R:3:forces:R:3
C -0.10259 1.24602 1.48629 0.6418 1.1065 -2.2393
N 0.14854 -0.02990 0.76183 -1.5884 0.9932 -1.0289
C 0.03323 -0.19735 -0.59705 0.2513 -3.3369 -0.4362
N 0.05413 -1.69244 -0.82751 -0.0713 0.5556 1.4594
N -0.10082 0.47806 -1.67741 1.5230 1.3986 0.8881
H -1.04471 1.89446 1.27507 0.8004 -2.2114 0.4562
H 0.62136 1.95258 1.01249 0.0750 -0.2838 1.0604
H 0.08164 1.03041 2.52673 -0.0657 0.4759 0.2372
H 0.51545 -0.88226 1.19960 -0.7386 0.8678 -0.0306
H 0.29776 -1.78476 -1.77464 1.4445 -0.2967 -1.4800
H -0.91828 -1.88463 -1.02678 -0.7579 -0.2204 0.9983
H 0.41429 -0.13020 -2.35862 -1.5140 0.9516 0.1154
```
Positions in Å, forces in eV/Å.

Summary:
2S+1: 1
Largest force on an atom in eV/A: 3.37
LUMO energy in eV: 0.9359
ΔE to the lowest compared entry with this formula, charge and spin in kJ/mol: 178.9
Orbital gap in eV: 9.56
E_tot in a.u.: -244.60722

Now the natural (NBO) charges, all in e: -0.43, -0.62, 0.59, -0.87, -0.78, 0.22, 0.21, 0.21, 0.43, 0.34, 0.36, 0.34

---

Record 2
The following is a quantum chemistry calculation of a single C2H7N3 molecule, from the Open Molecules 2025 dataset.

XYZ file:
```
12
Properties=species:S:1:pos:R:3:forces:R:3
C -1.87178 -0.66960 0.21977 2.6452 -0.6696 2.2918
C 0.97188 -0.21995 -0.25569 6.1633 2.8570 4.5046
H -2.83804 -0.59087 -0.14353 -1.7821 0.0143 -1.4560
H -2.09944 -0.64633 1.30461 0.7878 0.1831 -0.3379
H -1.43983 -1.76744 0.01711 -0.5151 2.4814 0.0654
H -1.31755 0.39929 -1.23351 1.3194 0.8776 -2.3560
H 0.71714 1.89041 0.52174 -2.2266 -2.6415 -1.3329
H 0.47802 -1.02402 -0.69711 -1.2164 -0.7333 -0.9886
H 2.78666 -1.23130 -0.15422 -1.7733 1.7239 0.3143
N -1.17258 0.58592 -0.28813 -0.6020 0.7188 3.7239
N 0.22310 0.94279 0.22388 -0.3209 -4.1943 -2.6088
N 2.25126 -0.34191 0.15003 -2.4790 -0.6174 -1.8197
```
Positions in Å, forces in eV/Å.

Summary:
2S+1: 1
Largest force on an atom in eV/A: 8.15
LUMO energy in eV: 1.0051
ΔE to the lowest compared entry with this formula, charge and spin in kJ/mol: 395.5
Orbital gap in eV: 10.04
E_tot in a.u.: -244.52475

Now the natural (NBO) charges, all in e: -0.44, 0.25, 0.21, 0.21, 0.17, 0.34, 0.45, 0.16, 0.35, -0.47, -0.52, -0.71

---

Record 3
The following is a quantum chemistry calculation of a single C2H7N3 molecule, from the Open Molecules 2025 dataset.

XYZ file:
```
12
Properties=species:S:1:pos:R:3:forces:R:3
C 0.93538 -1.09100 -0.70660 -3.3326 -1.6472 0.3772
C 0.46186 0.19583 0.12205 3.5906 -0.8680 0.7097
H 2.07218 -1.06833 -0.79687 -1.8722 0.5384 -1.0151
H 0.82384 -2.21794 -0.26858 -0.3268 2.8264 -0.2439
H 0.03725 -1.10508 -1.54300 3.3426 -0.1773 0.9001
H 2.22646 0.53752 0.60863 9.1201 -4.0056 -0.8424
H -0.85479 1.52737 0.73346 -1.0105 2.2476 1.6206
H -1.59284 -1.28574 0.31020 -1.1859 3.5240 -2.0748
H -1.92369 -0.12621 -1.17615 -0.1592 -1.2958 2.3039
N 1.42342 0.86788 0.63711 -10.0155 4.5446 0.9594
N -0.79500 0.69366 0.27278 -0.8806 -5.9199 -3.2119
N -1.93870 -0.26019 -0.10424 2.7297 0.2326 0.5172
```
Positions in Å, forces in eV/Å.

Summary:
2S+1: 1
Largest force on an atom in eV/A: 11.04
LUMO energy in eV: 0.6709
ΔE to the lowest compared entry with this formula, charge and spin in kJ/mol: 397.1
Orbital gap in eV: 9.50
E_tot in a.u.: -244.52411

Now the natural (NBO) charges, all in e: -0.72, 0.43, 0.25, 0.23, 0.23, 0.31, 0.41, 0.38, 0.37, -0.73, -0.48, -0.66

---

Record 4
The following is a quantum chemistry calculation of 2 unconnected molecules or ions with the total composition C2H7N3, from the Open Molecules 2025 dataset.

XYZ file:
```
12
Properties=species:S:1:pos:R:3:forces:R:3
C -2.96673 0.46540 -2.53247 0.4143 0.8611 0.2628
N -2.49966 -0.64127 -2.87810 0.2938 -1.2246 1.5229
H -3.58604 0.59530 -1.63836 -0.6361 -0.6662 -0.4509
H -2.72907 1.42898 -2.96448 0.5296 0.3548 -0.3582
H -1.64503 -0.70908 -3.42070 -0.5953 0.6798 -0.9755
N 2.11542 -0.20113 1.01258 -0.8168 -0.2060 -0.3877
C 1.86673 -0.67790 2.26675 -0.0889 2.2965 0.7334
N 2.32699 -0.08060 3.33379 -1.7439 -1.3073 -0.1686
H 2.79046 0.53797 0.89632 -0.0018 0.0994 0.3604
H 1.35060 -0.18107 0.34993 0.2016 -0.3897 -0.1599
H 1.04385 -1.39603 2.32581 0.8273 -1.0795 -0.2127
H 1.93248 0.85942 3.24893 1.6163 0.5817 -0.1660
```
Positions in Å, forces in eV/Å.

Summary:
2S+1: 1
Largest force on an atom in eV/A: 2.41
LUMO energy in eV: 0.6355
ΔE to the lowest compared entry with this formula, charge and spin in kJ/mol: 296.4
Orbital gap in eV: 9.11
E_tot in a.u.: -244.56247

Now the natural (NBO) charges, all in e: -0.02, -0.62, 0.16, 0.13, 0.35, -0.80, 0.35, -0.84, 0.39, 0.38, 0.16, 0.36

---

The highest largest force on an atom belongs to which entry?
number 3

---

Please write out number 4 again, unchanged.
The following is a quantum chemistry calculation of 2 unconnected molecules or ions with the total composition C2H7N3, from the Open Molecules 2025 dataset.

XYZ file:
```
12
Properties=species:S:1:pos:R:3:forces:R:3
C -2.96673 0.46540 -2.53247 0.4143 0.8611 0.2628
N -2.49966 -0.64127 -2.87810 0.2938 -1.2246 1.5229
H -3.58604 0.59530 -1.63836 -0.6361 -0.6662 -0.4509
H -2.72907 1.42898 -2.96448 0.5296 0.3548 -0.3582
H -1.64503 -0.70908 -3.42070 -0.5953 0.6798 -0.9755
N 2.11542 -0.20113 1.01258 -0.8168 -0.2060 -0.3877
C 1.86673 -0.67790 2.26675 -0.0889 2.2965 0.7334
N 2.32699 -0.08060 3.33379 -1.7439 -1.3073 -0.1686
H 2.79046 0.53797 0.89632 -0.0018 0.0994 0.3604
H 1.35060 -0.18107 0.34993 0.2016 -0.3897 -0.1599
H 1.04385 -1.39603 2.32581 0.8273 -1.0795 -0.2127
H 1.93248 0.85942 3.24893 1.6163 0.5817 -0.1660
```
Positions in Å, forces in eV/Å.

Summary:
2S+1: 1
Largest force on an atom in eV/A: 2.41
LUMO energy in eV: 0.6355
ΔE to the lowest compared entry with this formula, charge and spin in kJ/mol: 296.4
Orbital gap in eV: 9.11
E_tot in a.u.: -244.56247

Now the natural (NBO) charges, all in e: -0.02, -0.62, 0.16, 0.13, 0.35, -0.80, 0.35, -0.84, 0.39, 0.38, 0.16, 0.36